[1]
9
Properties=species:S:1:pos:R:3:mulliken_charge:R:1 method="wB97M-V/def2-TZVPD" charge=+2 e_tot_ev=-7039.7551 lumo_ev=-10.296 homo_ev=-21.09 e_above_lowest_ev=0.653 gap_ev=10.79
C -1.1091 0.4384 0.1522 0.350
N 2.2331 0.3715 -0.1337 0.110
N 2.7011 -0.5744 -0.2672 0.313
N -2.1182 -0.3090 0.1244 -0.378
N -0.0290 0.8651 0.2523 -0.155
H -2.6094 -0.4293 -0.7584 0.342
H -2.9120 -0.4999 0.9307 0.418
H 0.6264 1.7075 0.1994 0.461
H 3.2171 -1.5699 -0.4996 0.539


[2]
11
Properties=species:S:1:pos:R:3:lowdin_spin:R:1 method="wB97M-V/def2-TZVPD" e_tot_ev=-11147.1667 lumo_ev="0.428 / -3.678" s_squared=2.010 homo_ev="-5.95 / -10.31" e_above_lowest_ev=1.496 gap_ev="6.37 / 6.63" spin_multiplicity=3
C 1.4867 0.0952 0.3755 0.418
N 0.1212 0.1880 0.5504 0.388
N -1.0779 -0.3811 -0.0494 0.037
N 2.4732 -0.6561 0.0585 0.555
N 3.7181 -0.0874 -0.0368 0.137
O 3.7577 1.0729 -0.3526 0.166
O 4.6065 -0.8108 0.2151 0.245
H -1.0160 -0.5552 -1.0138 0.006
H 1.8792 0.9438 0.8719 0.032
H -0.2745 0.9423 1.0871 0.005
H -1.2854 -1.2443 0.4163 0.011


[3]
12
Properties=species:S:1:pos:R:3:mulliken_charge:R:1 method="wB97M-V/def2-TZVPD" e_tot_ev=-13197.3337 lumo_ev="-1.693 / -0.604" homo_ev="-10.31 / -9.97" e_above_lowest_ev=2.797 gap_ev="8.62 / 9.37"
C -1.3821 1.2156 0.4416 0.124
N 1.9343 0.2747 -1.0096 -0.450
N -1.0035 0.3339 -0.5603 0.133
N -0.0318 -0.5442 -0.4274 -0.488
N 0.1258 -1.2425 0.7482 1.224
O 1.2379 -1.5626 1.0482 -0.636
O -0.8369 1.2934 1.4984 -0.454
O -0.9085 -1.5790 1.2667 -0.589
H -2.2562 1.8072 0.1358 0.356
H 2.3552 0.1569 -0.0895 0.284
H 2.1781 -0.5405 -1.5656 0.258
H -1.4123 0.3873 -1.4866 0.239